A structure of composition C68H108AgAsF6N4O41 in a non-equilibrium geometry. Source: the Open Molecules 2025 dataset; level of theory: ωB97M-V/def2-TZVPD.

CARTESIAN COORDINATES (ANGSTROEM)
Ag -2.5982 2.0251 -1.7721
As 0.0202 0.8730 0.2537
F 0.1573 -0.7233 -0.5746
F -0.0034 0.0392 1.8275
F -0.1286 1.5292 -1.4210
F -0.1863 2.4584 0.9714
F 1.7716 1.1321 0.2034
F -1.7479 0.7230 0.1920
O 9.9152 1.6346 -0.6801
O -6.1950 3.4744 -4.2429
O -3.9976 -3.4666 5.1986
O -10.1737 2.6974 3.2364
O -4.7981 0.4319 -1.1892
O -4.1294 3.3651 -3.4176
O 7.1652 0.0813 -3.6105
O -3.7797 4.2609 1.8992
O -4.8960 5.1633 -4.5854
O -5.3574 -4.6239 6.6676
O -1.7649 -1.5021 -4.3207
O 3.3276 5.3900 1.4802
O -2.7617 -0.2547 -5.8199
O 3.2011 -2.5632 5.4009
O 4.4909 -2.4284 -3.5377
O 2.1874 -3.9451 6.8668
O 4.2966 -3.0766 7.2562
O -6.6868 -0.4538 -1.7943
O 0.4979 3.3091 -4.1360
O -1.4099 3.7201 -2.9172
O -9.7470 1.3461 1.4463
O 3.4060 -3.2251 1.2566
O -8.1342 1.8628 2.9495
O -6.1728 -3.3184 4.9175
O 4.4212 -4.0553 -0.5868
O 2.0012 -6.0665 -3.8937
O 2.2682 -8.5967 6.7831
O -3.4508 3.7439 -0.3414
O 4.4754 -0.6632 -4.9606
O 8.0422 1.5634 -4.8914
O -2.6067 0.5203 -3.6918
O -5.1072 5.0861 0.4580
O 2.6525 4.9421 3.6847
O 0.7257 -7.6877 -3.4141
O 0.1033 -8.8769 6.4958
O 3.1547 -0.6847 -3.1322
O 0.6415 4.2568 -2.2150
O 9.5216 3.5328 -1.9026
O 4.4977 -1.9186 -0.3167
O 3.0916 3.3506 2.1206
O 8.1380 2.9420 -0.3872
N 1.1654 -8.3436 6.2050
N 1.1375 -6.5822 -3.1416
N 7.0915 1.1626 -4.1771
N -5.6876 -0.4750 -1.0423
C 2.5359 2.3370 2.9819
C -5.9581 0.7344 3.2919
C -0.3048 -6.0625 3.5462
C 0.8465 -5.5157 3.0947
C 5.2404 2.0440 -2.6912
C 3.9064 3.9874 -3.4666
C -4.8975 0.5218 -6.4801
C 3.8007 6.7248 1.7032
C -5.0035 3.9448 -4.0663
C 3.3601 7.7286 0.6813
C -1.5487 4.7410 2.6248
C 10.5616 3.0918 -2.8237
C -0.1892 3.7676 -3.0905
C 4.6005 3.9464 -4.6388
C -5.3327 -3.6528 1.8123
C 4.0495 -3.1032 0.2212
C -2.3648 -0.3429 -4.5151
C -2.6599 3.7433 2.5206
C 4.3902 -3.6386 8.5607
C -1.3568 -1.8356 -3.0058
C -3.3896 6.7350 -3.3509
C 4.2639 -5.4209 -0.1231
C 4.2886 -0.7463 0.4335
C -7.0657 1.0475 2.3929
C 1.5872 -0.9983 4.8093
C -9.3685 1.9044 2.4418
C 2.0596 -2.3745 4.6152
C 7.6405 2.2119 0.7322
C 9.3027 2.6532 -0.9141
C 0.6301 -5.7989 -1.9865
C -0.0792 2.6898 -5.2270
C -0.2086 -7.0352 4.5323
C -4.3795 -1.6633 0.7447
C 4.9771 -6.4088 -1.0747
C -4.3414 -2.6595 1.7250
C -4.0460 4.3032 0.6067
C 1.1795 -4.5235 -1.6005
C -0.8654 -5.6947 -0.1701
C -6.5019 -2.6040 -0.0184
C -3.6834 5.9225 -4.5817
C -2.8238 -3.6920 5.9354
C 5.9971 2.1487 -3.8516
C 3.1324 -3.2526 6.5525
C 4.9501 -4.1417 -5.1845
C -6.6918 2.3275 -3.6288
C 2.4699 0.4931 -3.5064
C 0.1786 4.9471 -0.9950
C -5.2135 -3.8655 5.7185
C -7.5196 -3.3108 5.2777
C -0.3096 -4.4328 0.2510
C 2.0473 -5.8722 3.5757
C 0.8776 2.4751 -6.3820
C -5.4774 5.5348 -0.7912
C 5.5306 -3.1502 -4.1009
C 4.1355 -1.2471 -3.9556
C -1.5447 -3.2060 5.1543
C 0.6523 -3.8632 -0.5258
C -0.4247 -6.3460 -1.2819
C 6.2002 2.7534 1.0016
C 1.0456 -7.4269 5.0691
C 5.6541 3.0505 -4.8909
C 2.9981 4.6298 2.5122
C -11.4190 3.0491 2.8296
C -3.4325 0.9072 -6.2699
C 2.1846 -6.8368 4.5436
C -6.4306 -3.5473 0.9794
C -5.4849 -1.6292 -0.1377
C 4.2209 2.9996 -2.5197
H 4.4828 -6.4514 -2.0453
H -7.1988 -4.2995 1.0823
H -11.3906 3.3763 1.7903
H 4.3630 -4.7278 8.5897
H -11.7812 3.8270 3.5018
H 5.4409 2.4796 0.2690
H 3.7297 7.4733 -0.3118
H 11.4664 2.6969 -2.3617
H 0.7869 4.4244 -0.2568
H -2.3457 2.9445 1.8488
H -1.2843 5.0725 1.6207
H 5.3401 -3.3484 9.0097
H -5.3657 -4.4558 2.5338
H -1.2387 -5.8597 3.0431
H 0.8795 -4.7094 2.3770
H -0.6372 -3.4721 5.6962
H -0.8978 3.3275 -5.5608
H 4.9413 -7.3911 -0.6038
H 2.3720 -2.5005 3.5786
H -1.3162 -3.6838 4.2016
H 1.4640 2.2389 2.8105
H -5.4068 1.4773 -6.6056
H -6.3902 0.0225 3.9952
H 6.0909 -3.8037 -3.4323
H 4.2676 -3.6233 -5.8579
H 3.6433 3.0011 -1.6071
H 2.8600 1.3122 2.8011
H -1.6337 -2.1297 5.0065
H 5.6921 2.3165 1.8612
H 0.5095 5.9842 -0.9411
H 5.7974 -4.5060 -5.7654
H -5.8608 6.5533 -0.7309
H -2.8430 5.3252 -4.9354
H -6.6969 1.6774 1.5834
H -8.1001 -4.0740 4.7593
H -1.0864 -7.5602 4.8790
H 3.3248 -0.6588 0.9351
H 1.3035 -3.1386 4.7957
H -2.1217 -1.6376 -2.2549
H 0.9989 -0.6283 3.9695
H 3.5134 7.1210 2.6771
H 5.9814 -6.1245 -1.3890
H -3.4983 -2.7240 2.3969
H 2.2921 7.8691 0.5146
H 3.2040 -5.6491 -0.0107
H -5.2757 0.0771 -5.5596
H -0.6708 4.3824 3.1621
H 2.7401 2.5618 4.0287
H -2.9645 3.2746 3.4564
H -5.0819 -0.2103 -7.2664
H 1.8791 -3.9285 -2.1689
H -7.6336 -3.5274 6.3399
H 2.4077 -0.2837 4.8740
H -12.0286 2.1473 2.8855
H -3.6692 -0.8541 0.6593
H -0.3555 -1.5011 -2.7346
H -0.5988 -3.8178 1.0904
H -5.4834 1.5913 3.7700
H -1.9376 5.6036 3.1658
H 3.8150 8.6733 0.9791
H 1.0378 -2.9057 -0.2081
H 4.8904 6.7285 1.7301
H 1.2243 3.4847 -6.6027
H -4.6667 5.4482 -1.5146
H -7.3189 2.5683 -2.7703
H 3.2686 1.0096 -4.0388
H 6.1721 3.8381 1.1051
H -3.6607 6.7017 -5.3435
H -1.5239 -6.1479 0.5561
H -3.0389 1.2350 -7.2321
H -8.0327 -2.4365 4.8772
H 1.0110 -0.9558 5.7336
H 4.3683 4.6919 -5.3850
H -7.3149 -2.5589 -0.7279
H 6.1049 3.0087 -5.8714
H 10.8886 3.9799 -3.3644
H 4.3011 -4.9074 -4.7596
H 3.0407 4.6302 -3.4063
H 3.1764 -6.9010 4.9661
H -2.7154 -4.7431 6.2026
H -0.8709 4.8865 -0.7068
H 10.1689 2.3196 -3.4852
H 7.8143 1.1622 0.4953
H 2.8726 -5.2502 3.2616
H -5.2313 0.0991 2.7857
H 0.3925 2.0148 -7.2427
H -0.4950 1.7372 -4.8984
H 1.7177 1.8378 -6.1059
H 5.0532 -0.6670 1.2064
H -6.1870 4.7903 -1.1522
H -1.3781 -2.9253 -2.9891
H -0.8179 -7.3357 -1.4611
H 4.3904 0.0675 -0.2845
H -4.3317 7.1218 -2.9624
H 3.6947 -3.0808 9.1879
H 8.3209 2.3767 1.5677
H -2.6831 7.5561 -3.4719
H 2.2577 1.0803 -2.6129
H 6.3747 -2.6035 -4.5213
H 1.5889 0.3164 -4.1235
H -2.9802 6.1269 -2.5442
H 5.4071 1.2760 -1.9503
H -2.8782 -3.1752 6.8936
H -7.3554 1.7788 -4.2970
H 4.7568 -5.4979 0.8461
H -7.4429 0.0819 2.0562
H -3.3615 1.7583 -5.5926
H -6.0262 1.5436 -3.2676

Output
E ... -243308.167 eV
M ... 1934.4 g/mol
Gap between HOMO and LUMO ... 0.2982 hartree
F_max ... 4.7 eV/A
HOMO energy ... -9.59 eV

Atomic partial charges in e from the Löwdin method, atoms 1 to 4:
1. Ag 0.7907
2. As 0.8997
3. F -0.2719
4. F -0.2607